(1)
{
  "formula": "C21H29BrNO7RuS",
  "method": "the ωB97M-V functional and the def2-TZVPD basis",
  "e_tot_ev": -121512.69840,
  "e_above_lowest_kcal_mol": 0.0,
  "total_charge": 2,
  "gap_ev": [8.915, 6.235],
  "s2": 8.756,
  "spin_multiplicity": 6,
  "species": ["Ru", "C", "C", "O", "C", "C", "O", "C", "C", "O", "C", "C", "O", "H", "H", "H", "H", "H", "H", "H", "H", "H", "H", "H", "H", "H", "H", "H", "H", "C", "C", "C", "C", "C", "Br", "N", "C", "H", "H", "H", "H", "H", "H", "C", "C", "C", "C", "C", "C", "C", "S", "O", "O", "O", "H", "H", "H", "H", "H", "H", "H"],
  "positions_angstrom": [[-0.4077, -0.2970, 0.3609], [-0.1620, -3.0597, -1.0896], [-0.4031, -2.2914, -2.3782], [-0.6110, -0.9104, -2.0416], [0.0252, 0.0100, -2.9260], [-0.0838, 1.3847, -2.3015], [0.4030, 1.3524, -0.9343], [1.7839, 1.6945, -0.6769], [2.5943, 0.4537, -0.3784], [1.9327, -0.2748, 0.6687], [2.5528, -1.5566, 0.9394], [1.5599, -2.6943, 0.6786], [0.6826, -2.1820, -0.3226], [0.3581, -3.9961, -1.2927], [-1.0792, -3.2573, -0.5353], [-1.2769, -2.6750, -2.9070], [0.4722, -2.3712, -3.0257], [-0.4682, 0.0057, -3.9018], [1.0729, -0.2771, -3.0666], [-1.1218, 1.6997, -2.2288], [0.4846, 2.1198, -2.8699], [1.7796, 2.3713, 0.1772], [2.2032, 2.2131, -1.5388], [3.5954, 0.7359, -0.0466], [2.6756, -0.1842, -1.2631], [2.8958, -1.5612, 1.9724], [3.4153, -1.6587, 0.2826], [0.9921, -2.9816, 1.5637], [2.0887, -3.5727, 0.3059], [-1.4933, 4.8607, 2.5601], [-1.1213, 3.4317, 2.8187], [-1.0042, 2.9295, 4.1162], [-0.6776, 1.6030, 4.3410], [-0.4680, 0.8147, 3.2311], [-0.0804, -1.0332, 3.3720], [-0.5574, 1.2617, 1.9860], [-0.8910, 2.5468, 1.7809], [-2.4203, 5.1124, 3.0748], [-1.6322, 5.0515, 1.4978], [-0.7184, 5.5320, 2.9315], [-1.1844, 3.5825, 4.9616], [-0.6015, 1.1917, 5.3367], [-0.9934, 2.8468, 0.7461], [-6.5604, -2.8279, -4.1045], [-5.6927, -2.2362, -3.0341], [-4.6741, -1.3385, -3.3530], [-3.8925, -0.7632, -2.3658], [-4.1396, -1.0931, -1.0403], [-5.1573, -1.9764, -0.6885], [-5.9169, -2.5468, -1.6908], [-3.2052, -0.3987, 0.2494], [-2.1583, -1.4330, 0.6814], [-4.0360, -0.0083, 1.3326], [-2.3169, 0.6718, -0.3255], [-6.0970, -2.7487, -5.0858], [-7.5164, -2.3019, -4.1431], [-6.7748, -3.8764, -3.9017], [-4.5050, -1.0753, -4.3896], [-3.1187, -0.0508, -2.6135], [-5.3561, -2.1999, 0.3515], [-6.7102, -3.2350, -1.4284]],
  "atomic_forces_ev_per_a": [[-0.10, -0.06, -0.26], [0.03, 0.00, -0.02], [0.00, -0.05, -0.03], [-0.01, -0.03, 0.09], [0.03, 0.13, 0.02], [0.01, -0.11, 0.07], [0.16, 0.12, -0.18], [-0.01, -0.08, 0.02], [-0.06, 0.09, -0.10], [0.03, -0.07, 0.15], [0.06, 0.02, 0.02], [0.06, -0.05, -0.03], [-0.10, -0.05, 0.11], [0.00, 0.00, 0.00], [0.00, 0.01, 0.00], [0.00, 0.00, 0.00], [0.00, 0.01, 0.00], [0.00, 0.02, 0.00], [-0.02, -0.02, 0.00], [-0.01, 0.00, 0.01], [-0.01, 0.00, -0.01], [-0.02, -0.01, 0.01], [0.00, 0.03, 0.01], [0.01, 0.02, -0.03], [0.00, -0.02, 0.02], [-0.01, 0.01, 0.00], [0.00, 0.00, 0.01], [0.00, 0.01, 0.00], [-0.01, 0.00, -0.02], [0.00, 0.00, 0.00], [0.00, 0.00, 0.00], [0.00, 0.01, 0.00], [0.00, -0.03, 0.01], [0.00, 0.01, -0.05], [0.02, 0.05, 0.01], [-0.01, -0.02, 0.10], [-0.02, 0.01, 0.01], [0.00, 0.00, 0.00], [0.00, 0.00, 0.00], [0.00, 0.00, 0.00], [0.00, 0.00, 0.00], [0.00, 0.01, 0.00], [0.00, 0.01, 0.00], [0.00, -0.01, 0.00], [0.00, 0.01, 0.00], [0.00, -0.01, 0.00], [0.03, 0.00, -0.01], [-0.01, -0.02, 0.04], [-0.01, 0.00, -0.01], [0.00, 0.00, 0.00], [0.01, 0.18, -0.01], [0.11, -0.09, -0.03], [-0.01, 0.02, -0.01], [-0.13, -0.05, 0.07], [0.00, 0.00, 0.00], [0.00, 0.00, 0.00], [0.00, 0.00, 0.00], [0.00, 0.00, 0.00], [0.00, 0.00, 0.00], [0.00, 0.00, 0.00], [0.00, 0.00, 0.00]],
  "mulliken_charge": [1.938, -0.753, -0.681, 0.057, -0.595, -0.983, 0.152, -0.893, -0.519, -0.193, -0.717, -0.508, -0.212, 0.545, 0.246, 0.360, 0.425, 0.419, 0.435, 0.286, 0.538, 0.324, 0.461, 0.481, 0.366, 0.352, 0.499, 0.228, 0.431, -1.572, 0.483, -0.338, -0.775, 0.187, -0.019, 0.542, -0.768, 0.392, 0.389, 0.363, 0.477, 0.504, 0.428, -1.455, 0.831, -0.977, -0.059, 0.159, -0.795, -0.784, 1.501, -0.735, -0.624, -0.698, 0.378, 0.319, 0.392, 0.395, 0.442, 0.492, 0.434]
}

(2)
{
  "formula": "C21H29Cl8F3O15",
  "method": "the ωB97M-V functional and the def2-TZVPD basis",
  "e_tot_ev": -161291.79895,
  "total_charge": 0,
  "gap_ev": 10.640,
  "smiles": "O=C1OC[C@@H](F)O1.O=C1OC[C@@H](F)O1.O=C1OC[C@@H](F)O1.C[C@H]1COC(=O)O1.C[C@H]1COC(=O)O1.ClCCl.ClCCl.ClCCl.ClCCl",
  "species": ["C", "C", "C", "O", "C", "O", "O", "H", "H", "H", "H", "H", "H", "C", "C", "C", "O", "C", "O", "O", "H", "H", "H", "H", "H", "H", "C", "Cl", "Cl", "H", "H", "C", "Cl", "Cl", "H", "H", "C", "Cl", "Cl", "H", "H", "C", "Cl", "Cl", "H", "H", "C", "C", "O", "C", "O", "O", "F", "H", "H", "H", "C", "C", "O", "C", "O", "O", "F", "H", "H", "H", "C", "C", "O", "C", "O", "O", "F", "H", "H", "H"],
  "positions_angstrom": [[-1.4910, -3.7139, 6.5157], [-0.9652, -2.3714, 6.0933], [0.3690, -2.3136, 5.3074], [-0.0328, -1.7437, 4.0490], [-1.3088, -1.3134, 4.0972], [-1.8748, -0.6195, 3.2969], [-1.8777, -1.7248, 5.2234], [-0.7260, -4.2686, 7.0619], [-1.6456, -4.3151, 5.6148], [-2.4043, -3.5926, 7.0891], [-0.8269, -1.7002, 6.9486], [0.6954, -3.3278, 5.0622], [1.1850, -1.8417, 5.8470], [-2.7346, -3.9243, 1.4146], [-2.0180, -4.2262, 0.1036], [-0.5605, -3.7758, 0.1640], [0.1553, -4.8557, -0.3912], [-0.6296, -5.9548, -0.4208], [-0.2696, -7.0678, -0.6332], [-1.9068, -5.6304, -0.1303], [-3.5763, -4.5837, 1.6357], [-3.1203, -2.9045, 1.4923], [-2.0961, -4.0004, 2.3004], [-2.5146, -3.7140, -0.7202], [-0.2841, -3.4832, 1.1796], [-0.3758, -2.9072, -0.4736], [2.4919, -0.9543, 1.9317], [4.1357, -0.8289, 2.6539], [2.5162, -1.1609, 0.1871], [2.0717, -1.8631, 2.3448], [1.8953, -0.1074, 2.2472], [0.0660, 5.2817, -3.0061], [-0.2339, 6.4170, -1.6318], [1.2180, 5.9810, -4.0997], [0.2717, 4.2870, -2.6243], [-0.8940, 5.2296, -3.5137], [-2.2709, 6.1953, 2.0091], [-0.9817, 7.3345, 2.4363], [-3.2524, 6.7110, 0.6200], [-1.8485, 5.2115, 1.8442], [-2.9376, 6.1958, 2.8636], [2.4183, 5.0659, 2.3729], [1.8787, 4.0590, 0.9684], [1.1610, 5.1113, 3.5941], [3.2554, 4.5130, 2.7843], [2.7550, 6.0313, 2.0161], [-0.6195, 1.4414, 0.9517], [-1.2731, 2.1823, -0.1843], [-0.4894, 1.6405, -1.2550], [-0.2257, 0.3559, -0.9686], [0.2300, -0.3957, -1.7751], [-0.2774, 0.1929, 0.4007], [-1.0770, 3.5151, -0.1376], [-1.2238, 1.3766, 1.8579], [0.2599, 2.0020, 1.2945], [-2.3320, 2.0022, -0.3782], [-1.8149, 1.1303, -4.6138], [-1.1436, -0.1831, -4.9041], [-0.0819, 0.1933, -5.7359], [-0.3846, 1.3673, -6.3317], [0.2792, 1.8221, -7.2043], [-1.4828, 1.9002, -5.8032], [-1.9369, -1.1078, -5.5398], [-1.3900, 1.5152, -3.6877], [-2.8998, 1.0910, -4.6373], [-0.7784, -0.6849, -4.0066], [2.6480, -0.9769, -4.4224], [3.4692, -1.2866, -3.1854], [4.7422, -1.4774, -3.8027], [4.8142, -0.6243, -4.8373], [5.7961, -0.2689, -5.3774], [3.5653, -0.2106, -5.2042], [3.1214, -2.4806, -2.6563], [1.7170, -0.4785, -4.1782], [2.4595, -1.9201, -4.9380], [3.4480, -0.4685, -2.4650]],
  "atomic_forces_ev_per_a": [[0.62, -0.29, -0.69], [1.03, 0.88, 0.77], [-1.01, -1.95, -0.46], [0.75, 0.76, -0.21], [-0.33, 0.72, 0.12], [0.75, -0.66, -0.02], [-0.88, -0.01, 0.18], [-0.13, 0.21, 0.37], [-0.39, 0.05, 0.06], [-0.02, -0.22, 0.03], [-0.36, -0.21, 0.10], [0.12, 0.03, 0.10], [-0.12, 0.71, -0.43], [-0.46, -0.02, 0.74], [-0.01, 0.64, 0.95], [-0.30, 1.16, -0.77], [0.47, -0.47, 0.30], [0.01, -0.51, 0.25], [0.12, 0.35, -0.18], [-0.36, 0.30, 0.01], [-0.02, -0.06, -0.45], [0.05, 0.04, -0.49], [0.35, -0.29, -0.27], [-0.23, -0.45, -0.19], [0.43, -0.55, 0.03], [0.00, -0.03, 0.10], [0.38, -0.63, 0.51], [-0.46, 0.17, -0.27], [0.18, 0.15, 0.11], [-0.09, 0.04, 0.00], [0.13, 0.18, -0.25], [-1.44, 0.62, 0.47], [0.16, -0.52, -0.13], [0.50, -0.31, -0.23], [0.70, 0.18, 0.05], [0.10, 0.03, -0.12], [-0.36, 0.34, 0.43], [-0.16, 0.10, -0.37], [0.32, -0.15, 0.10], [0.09, 0.08, -0.24], [-0.03, -0.18, -0.03], [0.29, -1.20, -0.40], [0.26, 0.58, 0.24], [0.14, 0.16, 0.13], [0.03, 0.14, 0.08], [-0.47, 0.17, 0.03], [-0.41, 1.19, 1.74], [0.62, -0.08, -0.16], [-1.28, 0.53, -0.83], [2.15, 0.39, 0.89], [-0.87, -0.37, 0.44], [-0.47, -0.78, -1.41], [0.04, -0.04, -0.01], [-0.30, -0.66, -0.33], [0.14, -0.17, -0.54], [0.00, -0.08, 0.12], [-0.66, 0.00, -1.25], [0.34, -0.78, 0.59], [-0.28, -0.93, 0.57], [1.03, 0.45, -1.20], [-0.33, 0.15, 0.12], [-0.18, 0.24, 1.19], [-0.10, 0.41, -0.22], [-0.08, 0.52, -0.18], [0.00, -0.20, 0.51], [0.23, 0.13, -0.14], [-0.18, -0.40, 0.31], [-0.14, -0.76, -1.56], [0.20, 0.38, 1.17], [-0.59, 0.41, -0.64], [0.79, 0.07, -0.27], [-0.19, -0.05, 0.48], [-0.12, 0.27, 0.49], [0.14, 0.40, -0.35], [-0.22, -0.01, 0.02], [0.36, -0.30, 0.38]],
  "mulliken_charge": [-1.355, 0.279, -0.419, -0.107, 0.555, -0.537, -0.374, 0.380, 0.301, 0.358, 0.280, 0.323, 0.308, -1.270, 0.616, 0.625, -0.342, 0.579, -0.540, -0.393, 0.401, 0.354, 0.177, 0.232, -0.207, -0.230, -0.015, -0.202, 0.022, 0.091, 0.081, 0.146, -0.149, -0.147, -0.097, 0.235, 0.085, -0.155, -0.150, -0.159, 0.357, -0.406, -0.086, -0.140, 0.325, 0.305, -0.028, 0.122, -0.257, 0.152, -0.411, 0.128, -0.119, 0.343, -0.098, 0.235, -0.117, 0.828, -0.379, 0.645, -0.520, -0.353, -0.345, -0.022, 0.351, -0.075, 0.025, 0.450, -0.359, 0.571, -0.505, -0.311, -0.295, -0.189, 0.283, 0.320]
}

(3)
{
  "formula": "C21H29ClN2O6S",
  "method": "the ωB97M-V functional and the def2-TZVPD basis",
  "e_tot_ev": -60851.98859,
  "total_charge": 0,
  "gap_ev": 8.548,
  "species": ["C", "C", "H", "H", "O", "C", "O", "C", "C", "H", "H", "C", "N", "C", "O", "C", "H", "C", "N", "S", "O", "O", "C", "C", "C", "C", "C", "C", "H", "Cl", "O", "C", "H", "H", "H", "H", "H", "C", "C", "C", "H", "H", "H", "H", "H", "H", "H", "H", "C", "C", "H", "H", "H", "H", "H", "H", "H", "H", "H", "H"],
  "positions_angstrom": [[-6.0420, -0.7340, 0.2641], [-4.7216, -0.2509, 0.9430], [-4.4366, -0.8531, 1.7079], [-5.0168, 0.7137, 1.3500], [-3.7008, -0.3348, -0.0521], [-3.6429, 0.8656, -0.5805], [-4.4330, 1.7598, -0.4109], [-2.4028, 0.8914, -1.6801], [-1.2692, 0.1277, -1.0280], [-1.5171, -0.9119, -0.5792], [-0.5110, 0.1370, -1.6766], [-0.7160, 0.9998, 0.1218], [-0.1602, 2.0217, -0.3486], [1.0949, 2.7963, -0.2381], [1.2956, 3.7838, -0.8874], [2.1218, 1.8246, 0.4445], [1.8811, 1.1709, 1.2658], [2.6261, 0.7687, -0.6298], [3.7829, 0.1112, -0.1571], [3.8477, -1.4425, -0.6991], [3.8812, -1.4012, -2.3389], [4.8266, -2.0608, 0.0209], [2.2986, -2.0994, -0.2951], [1.9156, -2.2523, 1.1595], [0.7315, -2.6078, 1.1219], [-0.1114, -3.1447, 0.3902], [0.1794, -3.2674, -0.9580], [1.4468, -2.4447, -1.3619], [1.6154, -2.5646, -2.2555], [-0.9440, -3.5953, -2.0757], [-1.4308, -3.5039, 0.6051], [-1.9102, -3.7231, 1.8660], [-1.8429, -2.6755, 2.4952], [-1.2899, -4.5233, 2.5498], [-2.9330, -4.1372, 1.9443], [0.5302, -2.6399, 2.4491], [2.7319, -1.9894, 1.5488], [4.8728, 0.7719, 0.5036], [4.4959, 1.8827, 1.2652], [3.2783, 2.8517, 0.8005], [3.1732, 3.3810, 1.6140], [3.5935, 3.3425, 0.0631], [5.3004, 2.3964, 1.4930], [4.1375, 1.2239, 2.2030], [5.4846, 0.1005, 0.5767], [5.4629, 1.1439, -0.6771], [1.9356, 0.0536, -0.9821], [3.1841, 1.1911, -1.5619], [-1.2469, 3.0790, -0.8910], [-2.0519, 2.3367, -1.9209], [-2.7487, 2.9025, -2.3624], [-1.1749, 2.2307, -2.8356], [-0.6762, 4.0098, -1.1972], [-1.9559, 3.0687, 0.0934], [0.3301, 0.2747, 0.7765], [-1.3357, 1.1450, 1.2065], [-2.7568, 0.2643, -2.5110], [-7.0100, -0.8473, 0.9156], [-5.8491, -1.5928, -0.2719], [-6.2179, -0.0254, -0.2953]],
  "atomic_forces_ev_per_a": [[0.58, -4.72, 7.54], [-3.54, -0.88, -0.56], [0.98, -1.96, 2.22], [1.11, 0.26, -0.27], [-0.88, 1.01, 1.57], [2.08, 0.94, -3.94], [0.61, 0.06, -0.09], [-2.57, -0.54, 3.14], [-2.73, -0.84, 4.47], [0.17, 1.71, -1.36], [3.13, -0.72, -2.63], [0.29, -9.02, 7.80], [3.02, 12.93, -4.64], [-2.08, -5.88, 0.23], [0.45, 0.16, 0.91], [2.03, 2.81, -2.18], [-0.70, 0.60, 0.64], [2.66, 3.87, -1.84], [-1.90, -3.55, 2.32], [-2.95, 3.86, -9.27], [-0.04, -0.21, 6.91], [4.56, -3.05, 2.88], [-1.53, -0.77, -0.88], [3.40, 1.35, -11.33], [-1.98, 0.57, 15.71], [-7.65, -4.24, -7.71], [4.98, 4.57, 0.93], [-3.89, -2.78, 11.74], [2.46, -0.09, -9.29], [-1.69, -1.05, -2.08], [0.42, -0.41, -0.16], [1.30, 0.71, 5.21], [-0.45, -2.53, -1.25], [-0.97, 1.86, -1.84], [0.45, 0.60, -0.92], [-0.85, -0.21, -3.50], [5.28, 1.91, 5.58], [-4.23, 5.50, -10.97], [-5.52, -1.67, 3.21], [0.45, -10.69, 2.51], [-1.43, 3.04, 4.05], [2.08, 4.12, -6.21], [3.88, 2.71, 1.55], [0.36, 2.22, -0.87], [7.14, -6.95, 3.14], [-0.84, 0.23, 2.86], [-1.18, -0.31, -0.10], [-2.24, 0.71, 0.73], [-0.69, -2.50, 3.51], [6.25, -1.94, -3.27], [-3.02, 1.95, -1.33], [-2.29, 0.33, 1.92], [-1.35, -1.25, 0.46], [1.56, 1.17, -2.03], [-3.10, 1.55, -2.05], [0.58, -0.31, -2.97], [-0.07, 0.85, -0.21], [2.16, 0.04, -0.73], [0.17, -2.05, -1.08], [-2.20, 6.93, -6.17]],
  "mulliken_charge": [-1.401, -0.517, 0.563, 0.305, -0.142, 0.084, -0.606, 0.341, -1.131, -0.147, 0.983, 0.272, 0.219, -0.141, -0.628, 0.237, 0.768, -0.829, 0.538, 1.541, -0.779, -0.732, -0.204, -1.784, 0.345, 0.344, 0.137, -1.125, 1.320, -0.158, -0.308, -0.703, 0.223, 0.258, 0.267, -0.037, 1.312, -1.335, -0.899, -1.867, 0.601, 0.721, 0.672, 0.211, 1.066, 0.292, 0.450, 0.087, -0.706, -1.129, 0.653, 0.255, 0.447, 0.239, -0.087, -0.114, 0.569, 0.303, 0.374, 0.511]
}